Molecular formula: BrClINOS
Method: DFT, ωB97M-V with the def2-TZVPD basis set

ORCA input file:
```
! RIJCOSX wB97M-V def2-TZVPD def2/J DEFGRID3
* xyz 0 1
N -0.474 -1.198 -2.173
O -1.440 0.986 1.971
S -1.286 0.053 -1.798
Cl 1.257 -1.223 -1.564
Br 1.957 0.606 2.612
I -0.014 0.775 0.953
*
```

Computed properties:
energy above the lowest of the compared OMol25 structures with the same formula, charge and spin	1.5734	eV
highest occupied orbital energy (spin up / spin down)	-9.281 / -9.281	eV
total energy	-3859.89066	Ha
HOMO-LUMO gap (spin up / spin down)	6.41 / 6.41	eV
E_LUMO (spin up / spin down)	-2.870 / -2.869	eV

Molecular formula: C4H10N3
Method: DFT, ωB97M-V with the def2-TZVPD basis set

ORCA input file:
```
! RIJCOSX wB97M-V def2-TZVPD def2/J DEFGRID3
* xyz 1 3
C 0.396 -2.048 -0.026
C -1.824 -2.210 -0.717
C 0.442 -0.672 0.205
C -0.676 0.078 0.490
N -0.762 -2.607 -0.155
N -0.661 1.398 0.558
N 1.691 2.572 -0.112
H 1.111 -2.836 0.044
H -2.752 -2.561 -0.332
H -1.792 -1.569 -1.730
H 1.453 -0.202 0.209
H -1.616 -0.450 0.858
H 0.216 2.011 0.366
H -1.441 1.810 0.902
H 1.870 1.847 -0.829
H 2.124 2.104 0.748
H 2.220 3.336 -0.479
*
```

Computed properties:
energy above the lowest of the compared OMol25 structures with the same formula, charge and spin	1.0403	eV
highest occupied orbital energy (spin up / spin down)	-10.651 / -15.135	eV
total energy	-322.26921	Ha
HOMO-LUMO gap (spin up / spin down)	6.68 / 7.89	eV
E_LUMO (spin up / spin down)	-3.967 / -7.242	eV

Molecular formula: C27H49BrF3N2O16
Method: DFT, ωB97M-V with the def2-TZVPD basis set

ORCA input file:
```
! RIJCOSX wB97M-V def2-TZVPD def2/J DEFGRID3
* xyz 1 1
F -4.153 -3.761 -2.752
C -2.991 -3.647 -3.489
F -3.254 -4.139 -4.735
F -2.480 -2.391 -3.480
C -1.908 -4.596 -2.807
O -2.657 -5.535 -2.010
C -1.847 -6.067 -0.952
C -2.283 -5.586 0.495
C -1.989 -4.094 0.848
N -2.872 -3.063 0.606
C -2.363 -1.823 1.074
Br -3.283 -0.109 0.980
C -1.064 -2.114 1.610
N -0.912 -3.520 1.466
H -1.234 -4.021 -2.122
H -1.343 -5.134 -3.616
H -0.757 -5.842 -1.138
H -2.019 -7.181 -0.978
H -3.380 -5.759 0.640
H -1.723 -6.220 1.238
H -3.782 -3.198 0.155
H -0.324 -1.410 2.051
H -0.083 -4.019 1.797
C -5.056 -4.757 -7.100
C -5.037 -6.204 -6.648
O -6.232 -6.884 -7.045
C -6.278 -7.265 -8.329
O -5.414 -7.093 -9.150
O -7.462 -7.848 -8.546
C -7.681 -8.227 -9.905
H -5.964 -4.258 -6.755
H -4.191 -4.222 -6.713
H -5.045 -4.683 -8.188
H -5.005 -6.244 -5.558
H -4.153 -6.729 -7.016
H -6.863 -8.840 -10.283
H -7.812 -7.338 -10.523
H -8.598 -8.814 -9.941
C 1.525 3.992 -3.084
C 1.654 2.857 -2.086
O 0.363 2.346 -1.712
C -0.211 1.527 -2.599
O 0.252 1.183 -3.654
O -1.412 1.173 -2.116
C -2.183 0.361 -3.000
H 0.858 4.766 -2.703
H 2.501 4.436 -3.287
H 1.105 3.642 -4.027
H 2.116 3.229 -1.170
H 2.289 2.056 -2.468
H -1.617 -0.507 -3.324
H -2.510 0.953 -3.856
H -3.063 0.015 -2.458
C 4.139 0.871 5.775
C 2.704 1.214 5.432
O 2.097 0.174 4.645
C 1.698 -0.903 5.324
O 1.791 -1.073 6.509
O 1.191 -1.786 4.442
C 0.805 -3.028 5.030
H 4.705 0.637 4.871
H 4.622 1.705 6.288
H 4.192 -0.006 6.422
H 2.680 2.118 4.822
H 2.112 1.414 6.327
H 0.132 -2.876 5.873
H 1.690 -3.584 5.341
H 0.280 -3.608 4.269
C 8.982 6.715 6.674
C 9.046 5.260 7.095
O 7.879 4.546 6.661
C 7.865 4.194 5.372
O 8.732 4.412 4.566
O 6.702 3.574 5.125
C 6.516 3.219 3.756
H 8.052 7.173 7.016
H 9.824 7.272 7.090
H 9.008 6.814 5.588
H 9.062 5.195 8.183
H 9.953 4.775 6.729
H 7.361 2.643 3.376
H 6.363 4.116 3.155
H 5.622 2.600 3.691
C -2.404 4.580 0.127
C -0.972 4.967 -0.185
O -0.813 6.391 -0.181
C -0.725 6.956 1.030
O -0.758 6.377 2.087
O -0.617 8.278 0.862
C -0.602 9.019 2.084
H -3.095 5.088 -0.548
H -2.540 3.500 0.026
H -2.678 4.867 1.143
H -0.716 4.628 -1.188
H -0.268 4.497 0.504
H 0.161 8.643 2.766
H -1.586 8.985 2.552
H -0.367 10.054 1.839
*
```

Computed properties:
highest occupied orbital energy	-12.133	eV
total energy	-5244.96220	Ha
HOMO-LUMO gap	8.82	eV
E_LUMO	-3.311	eV